1) Computed, not measured: the molecule C2H4N2O4, with ωB97M-V with the def2-TZVPD basis set.

Each atom is followed by the atoms it is bonded to, with distances in Å.
Element x y z (Å)
1 O -0.4563 1.9776 -0.1458  H3 1.075, N4 1.503
2 O 0.8640 -1.1076 0.8588  C8 1.429, C10 1.491
3 H 0.6132 1.9537 -0.2522  O1 1.075
4 N -0.7074 0.7516 0.6869  O1 1.503, H6 1.038, C8 1.421
5 H 2.7187 -1.4349 -0.4324  C10 1.191
6 H -0.3315 0.9747 1.6289  N4 1.038
7 H -2.3383 0.0608 -0.3195  O11 0.941
8 C -0.4150 -0.6186 0.4499  O2 1.429, N4 1.421, N9 1.319
9 N -1.1934 -1.3384 -0.3355  C8 1.319, O11 1.340
10 C 1.7546 -0.7518 -0.2828  O2 1.491, H5 1.191, O12 1.283
11 O -2.2981 -0.7432 -0.8063  H7 0.941, N9 1.340
12 O 1.7896 0.2762 -1.0499  C10 1.283

Summary:
Lowest unoccupied orbital energy ... 0.01 eV
SMILES string ... O=CO/C(=N/O)NO

=====

2) Computed, not measured: the molecule C2H4N2O4, with ωB97M-V with the def2-TZVPD basis set.

Each atom is followed by the atoms it is bonded to, with distances in Å.
Element x y z (Å)
1 H 1.2613 1.1404 -0.5636  C9 1.218
2 O 0.1795 -0.8283 -0.1525  C3 1.340, C9 1.397
3 C -0.9416 -0.0998 -0.2448  O2 1.340, O4 1.256, N11 1.497
4 O -0.7132 1.1349 -0.2069  C3 1.256
5 N 2.4142 -0.6338 0.0453  O7 1.595, C9 1.278
6 O -3.3405 0.2901 0.2760  N11 1.468, H12 1.117
7 O 3.5096 0.5107 0.2325  N5 1.595, H10 1.012
8 H -2.5294 -1.1688 0.9003  N11 1.092
9 C 1.3227 -0.0299 -0.2317  H1 1.218, O2 1.397, N5 1.278
10 H 4.0972 -0.0590 0.8270  O7 1.012
11 N -2.3027 -0.6940 -0.0567  C3 1.497, O6 1.468, H8 1.092
12 H -2.9800 1.3016 0.5830  O6 1.117

Summary:
Lowest unoccupied orbital energy ... 0.29 eV
SMILES string ... O=C(NO)O/C=N/O

=====

Stability summary: most stable 1), least stable 2).

=====

1) Computed, not measured: the molecule C17H23N3O3, with ωB97M-V with the def2-TZVPD basis set.

Each atom is followed by the atoms it is bonded to, with distances in Å.
Element x y z (Å)
1 C 0.8373 -0.7330 3.5928  H16 1.110, H28 1.106, N45 1.498, C46 1.520
2 C -1.7498 -1.4322 3.6824  C12 1.581, H14 1.030, H22 1.078, C46 1.543
3 C -0.9692 0.7828 -2.5823  C11 1.567, N27 1.459, C33 1.423, H37 1.069
4 H -3.7394 -0.1833 0.6975  N25 0.984
5 C 0.5185 2.5629 -1.6247  H9 1.084, C33 1.374, C35 1.437
6 H 1.1799 -3.4446 1.4069  C19 1.113
7 C -2.4688 -0.0064 -0.7760  O23 1.249, N25 1.369, N27 1.410
8 H 0.1921 -2.5157 3.8335  C46 1.075
9 H -0.1257 2.8710 -0.8096  C5 1.084
10 H -3.3874 0.0784 3.3563  C12 1.124
11 C -0.8438 -0.2330 -3.7691  C3 1.567, H13 1.095, H17 1.077, C29 1.559
12 C -2.3043 -0.0735 3.0955  C2 1.581, H10 1.124, H20 1.092, C41 1.565
13 H -1.7223 -0.0944 -4.4075  C11 1.095
14 H -2.3546 -2.2483 3.5090  C2 1.030
15 H 0.7491 -2.2654 0.0261  C19 1.202
16 H 0.6332 0.3353 3.3724  C1 1.110
17 H -0.8028 -1.3004 -3.6281  C11 1.077
18 H 2.0413 3.9990 -1.0702  C35 1.093
19 C 0.9390 -2.3763 1.2074  H6 1.113, H15 1.202, C31 1.485, O44 1.440
20 H -1.7648 0.7486 3.5700  C12 1.092
21 H 2.4880 -2.0159 3.6743  N45 1.033
22 H -1.7063 -1.4777 4.7587  C2 1.078
23 O -3.3298 -0.5683 -1.4849  C7 1.249
24 H 3.0700 1.3269 -4.3468  C30 1.091
25 N -2.8010 0.0732 0.5494  H4 0.984, C7 1.369, C41 1.374
26 O -1.1546 1.1630 1.3494  C41 1.196
27 N -1.1604 0.1861 -1.2645  C3 1.459, C7 1.410, H34 1.065
28 H 1.0385 -0.7842 4.6790  C1 1.106
29 C 0.5619 0.1162 -4.3448  C11 1.559, H38 1.163, H39 1.009, C42 1.516
30 C 2.3891 1.8093 -3.6442  H24 1.091, C36 1.455, C42 1.423
31 C 2.0796 -1.5108 1.6011  C19 1.485, H40 1.109, H43 1.124, N45 1.511
32 H 3.7069 3.5057 -2.7614  C36 1.146
33 C 0.1660 1.6404 -2.5805  C3 1.423, C5 1.374, C42 1.357
34 H -0.4452 0.6034 -0.5941  N27 1.065
35 C 1.8188 3.1635 -1.7388  C5 1.437, H18 1.093, C36 1.385
36 C 2.7336 2.8999 -2.7452  C30 1.455, H32 1.146, C35 1.385
37 H -1.8119 1.4219 -2.7383  C3 1.069
38 H 0.5115 0.4645 -5.4535  C29 1.163
39 H 1.2767 -0.5932 -4.2854  C29 1.009
40 H 2.0081 -0.5601 1.0337  C31 1.109
41 C -1.9888 0.3505 1.6228  C12 1.565, N25 1.374, O26 1.196
42 C 1.0699 1.2889 -3.5297  C29 1.516, C30 1.423, C33 1.357
43 H 3.0197 -2.0498 1.3021  C31 1.124
44 O -0.2690 -1.9729 1.8798  C19 1.440, C46 1.438
45 N 2.1545 -1.2359 3.0854  C1 1.498, H21 1.033, C31 1.511
46 C -0.2836 -1.7160 3.2944  C1 1.520, C2 1.543, H8 1.075, O44 1.438

Summary:
Lowest unoccupied orbital energy ... 0.67 eV
SMILES string ... O=C(CC[C@@H]1CNCCO1)NC(=O)N[C@@H]1CCc2ccccc21

=====

2) Computed, not measured: the molecule C17H23N3O3, with ωB97M-V with the def2-TZVPD basis set.

Each atom is followed by the atoms it is bonded to, with distances in Å.
Element x y z (Å)
1 H 0.6308 -0.0592 -1.3992  N5 1.008
2 O -1.9111 -0.3645 0.9354  C16 1.429, C35 1.395
3 C 2.0403 1.2638 0.2510  N4 1.402, C23 1.391, C42 1.391
4 N 2.8537 0.1517 -0.0095  C3 1.402, N27 1.335, C29 1.366
5 N 0.3085 -0.9500 -1.0547  H1 1.008, C28 1.439, C39 1.360
6 H -1.1976 -2.2933 1.2604  C16 1.096
7 H -4.3870 1.4216 -2.4425  C32 1.087
8 H 3.3140 2.5737 -0.8488  C42 1.079
9 C 1.6161 3.6076 -0.0248  H17 1.080, C42 1.382, C45 1.386
10 C 6.1623 -1.1295 -0.2938  C13 1.485, H22 1.089, H30 1.086, H34 1.089
11 C 0.1099 2.2580 1.2660  H18 1.079, C23 1.383, C45 1.385
12 C -4.2687 0.4319 -0.5323  O14 1.421, C32 1.526, H38 1.096, H41 1.093
13 C 4.6960 -0.9092 -0.2027  C10 1.485, C15 1.408, N27 1.320
14 O -3.3019 -0.5247 -0.9427  C12 1.421, C35 1.403
15 C 3.6711 -1.8731 -0.2524  C13 1.408, H20 1.070, C29 1.380
16 C -2.0052 -1.6306 1.5905  O2 1.429, H6 1.096, H37 1.094, C44 1.524
17 H 1.9001 4.5673 -0.4299  C9 1.080
18 H -0.7804 2.1536 1.8661  C11 1.079
19 H -5.0793 2.3392 -1.0966  C32 1.086
20 H 3.7678 -2.9317 -0.3756  C15 1.070
21 H -0.1600 4.3518 0.9108  C45 1.080
22 H 6.4149 -1.6081 -1.2389  C10 1.089
23 C 0.9011 1.1467 1.0406  C3 1.391, C11 1.383, H46 1.079
24 H -3.5524 -2.5698 0.4040  C44 1.087
25 H -3.3274 2.2347 -1.2849  C32 1.088
26 O 0.7672 -2.7284 0.2672  C39 1.215
27 N 4.1798 0.2962 -0.0550  N4 1.335, C13 1.320
28 C -1.0852 -1.2573 -1.2387  N5 1.439, H31 1.090, C35 1.543, H40 1.093
29 C 2.4950 -1.1609 -0.1314  N4 1.366, C15 1.380, C39 1.477
30 H 6.6780 -0.1763 -0.2242  C10 1.086
31 H -1.2465 -2.2868 -0.9179  C28 1.090
32 C -4.2618 1.6895 -1.3965  H7 1.087, C12 1.526, H19 1.086, H25 1.088
33 H -3.3386 -3.2454 2.0256  C44 1.087
34 H 6.4962 -1.7784 0.5143  C10 1.089
35 C -2.0059 -0.2992 -0.4552  O2 1.395, O14 1.403, C28 1.543, H43 1.107
36 H -4.1540 -1.6899 1.8114  C44 1.088
37 H -1.8301 -1.3751 2.6396  C16 1.094
38 H -4.1038 0.6911 0.5199  C12 1.096
39 C 1.1186 -1.6847 -0.2464  N5 1.360, O26 1.215, C29 1.477
40 H -1.3537 -1.1686 -2.2940  C28 1.093
41 H -5.2287 -0.0817 -0.6271  C12 1.093
42 C 2.4079 2.5014 -0.2683  C3 1.391, H8 1.079, C9 1.382
43 H -1.6908 0.7393 -0.6709  C35 1.107
44 C -3.3525 -2.3271 1.4441  C16 1.524, H24 1.087, H33 1.087, H36 1.088
45 C 0.4601 3.4866 0.7303  C9 1.386, C11 1.385, H21 1.080
46 H 0.6333 0.1976 1.4776  C23 1.079

Summary:
Lowest unoccupied orbital energy ... 0.72 eV
SMILES string ... CCOC(CNC(=O)c1cc(C)nn1-c1ccccc1)OCC

=====

Stability summary: most stable 2), least stable 1).

=====

1) Computed, not measured: a 2-piece molecular cluster, C5H6N2O2 overall, with ωB97M-V with the def2-TZVPD basis set.

Each atom is followed by the atoms it is bonded to, with distances in Å.
Element x y z (Å)
1 C -1.1855 -0.8357 -1.0808  C13 1.472, N14 1.145
2 H -3.4709 -1.0508 1.0108  N5 1.013
3 H 2.2145 -0.2578 -2.2265  C12 1.090
4 H -0.7637 1.7016 1.1236  C6 1.073
5 N -3.2031 -0.2818 1.6134  H2 1.013, C10 1.208
6 C -0.9658 0.8253 1.7094  H4 1.073, C10 1.296, H11 1.073
7 H 1.0421 -1.1974 -1.2626  C12 1.092
8 O -1.7044 1.2157 -2.0057  C13 1.199
9 O 0.4551 0.6983 -1.9108  C12 1.418, C13 1.328
10 C -2.0945 0.1984 1.5982  N5 1.208, C6 1.296
11 H -0.2202 0.5169 2.4166  C6 1.073
12 C 1.4494 -0.2021 -1.4526  H3 1.090, H7 1.092, O9 1.418, H15 1.092
13 C -0.8316 0.4558 -1.6917  C1 1.472, O8 1.199, O9 1.328
14 N -1.5917 -1.8253 -0.6714  C1 1.145
15 H 1.8888 0.1914 -0.5332  C12 1.092

Summary:
Lowest unoccupied orbital energy ... -0.01 eV
SMILES string ... COC(=O)C#N.C=C=N

=====

2) Computed, not measured: the molecule C5H6N2O2, with ωB97M-V with the def2-TZVPD basis set.

Each atom is followed by the atoms it is bonded to, with distances in Å.
Element x y z (Å)
1 H -2.7741 1.4479 0.8963  N14 1.079
2 C 0.8128 1.1494 -0.3733  C6 1.507, H9 1.100, C11 1.375
3 O -0.2607 -1.7708 -0.2371  N4 1.479, C10 1.370
4 N -1.5187 -1.1275 -0.6744  O3 1.479, C13 1.476, H15 1.005
5 H 0.0872 -1.2289 1.5358  C10 1.076
6 C 2.0996 0.3737 -0.2596  C2 1.507, H7 1.143, O8 1.363, H12 1.050
7 H 2.6690 0.4051 -1.2505  C6 1.143
8 O 1.7845 -0.8346 0.2874  C6 1.363, C10 1.387
9 H 0.9339 2.1091 -0.8960  C2 1.100
10 C 0.4281 -0.9027 0.5688  O3 1.370, H5 1.076, O8 1.387, C11 1.541
11 C -0.2025 0.4683 0.2551  C2 1.375, C10 1.541, C13 1.480
12 H 2.7241 0.7962 0.4715  C6 1.050
13 C -1.6343 0.1396 0.0733  N4 1.476, C11 1.480, N14 1.290
14 N -2.8083 0.6678 0.1515  H1 1.079, C13 1.290
15 H -2.3406 -1.6925 -0.5486  N4 1.005

Summary:
Lowest unoccupied orbital energy ... 0.40 eV
SMILES string ... [H]/N=C1/NO[C@H]2OCC=C12

=====

3) Computed, not measured: the molecule C5H6N2O2, with ωB97M-V with the def2-TZVPD basis set.

Each atom is followed by the atoms it is bonded to, with distances in Å.
Element x y z (Å)
1 H 2.3376 -1.9403 0.5912  C12 1.149
2 H 1.0128 -1.7125 -1.3523  N5 0.959
3 H -2.0937 0.5261 1.7257  C8 1.069
4 O 0.7114 2.4064 -1.0393  H13 0.973, C15 1.450
5 N 0.8774 -0.9672 -0.7641  H2 0.959, C11 1.290, C12 1.493
6 N -0.9261 1.3472 0.3089  C8 1.357, C15 1.304
7 H 0.7425 -1.2092 1.4629  C12 1.184
8 C -1.7468 0.3518 0.7296  H3 1.069, N6 1.357, C10 1.306
9 H 2.0540 -0.1457 0.7477  C12 1.135
10 C -2.2794 -0.6282 0.0508  C8 1.306, O14 1.177
11 C 0.3972 0.1033 -1.3006  N5 1.290, C15 1.391
12 C 1.5206 -1.1319 0.5735  H1 1.149, N5 1.493, H7 1.184, H9 1.135
13 H 0.2685 3.1713 -0.6318  O4 0.973
14 O -2.9344 -1.3857 -0.5671  C10 1.177
15 C 0.0584 1.2145 -0.5351  O4 1.450, N6 1.304, C11 1.391

Summary:
Lowest unoccupied orbital energy ... 0.27 eV

=====

Stability summary: most stable 1), least stable 2).